[1]
The following is a quantum chemistry calculation of C34H24MoN5O3S3Se as an isolated structure in a non-equilibrium geometry, from the Open Molecules 2025 dataset.

XYZ file:
```
71
Properties=species:S:1:pos:R:3
Mo 0.1738 0.2149 0.5717
O -1.3395 1.0430 1.6981
N -1.5378 0.7568 2.9739
C -2.1980 1.6283 3.7581
C -2.4260 1.3332 5.0775
C -1.9728 0.1184 5.5982
C -1.2690 -0.7466 4.7883
C -1.0438 -0.4059 3.4566
S -0.2337 -1.4059 2.3059
H -2.5074 2.5447 3.2774
H -2.9468 2.0448 5.6991
H -2.1653 -0.1377 6.6276
H -0.8780 -1.6819 5.1576
S -2.3001 5.9354 -2.7288
C -1.7038 7.3326 -1.9626
C -0.9132 7.0463 -0.8842
C -0.7850 5.6724 -0.6621
C -1.4862 4.9094 -1.5767
C -1.5648 3.4824 -1.6633
C -0.9572 2.6797 -0.6783
N -0.9416 1.3637 -0.7291
C -1.5469 0.7278 -1.7514
C -2.2085 1.4320 -2.7856
C -2.8036 0.6658 -3.8364
C -2.7165 -0.6859 -3.8615
C -2.0437 -1.4134 -2.8296
C -1.9128 -2.7987 -2.8046
C -1.2886 -3.4243 -1.7199
C -0.7723 -2.5930 -0.6984
N -0.8354 -1.2755 -0.7251
C -1.4702 -0.6820 -1.7641
C -1.1927 -4.8497 -1.6309
C -0.5851 -5.6241 -0.6601
C -0.7256 -6.9961 -0.8912
C -1.4329 -7.2711 -2.0297
S -1.9397 -5.8656 -2.8408
C -2.2146 2.8229 -2.7157
H -1.9713 8.2972 -2.3463
H -0.4464 7.7963 -0.2727
H -0.1813 5.2621 0.1264
H -0.4519 3.1351 0.1659
H -3.3247 1.1970 -4.6169
H -3.1558 -1.2515 -4.6686
H -2.3035 -3.3877 -3.6202
H -0.2899 -3.0408 0.1593
H -0.0471 -5.2227 0.1786
H -0.3228 -7.7573 -0.2489
H -1.6792 -8.2297 -2.4434
H -2.7148 3.3958 -3.4816
O 1.7428 1.8018 -1.1798
C 2.1920 0.6808 -1.3601
C 3.3046 0.2262 -2.2619
C 3.2259 -1.2959 -2.1755
C 2.2707 -1.5547 -1.0320
O 2.0080 -2.5973 -0.4848
N 1.6728 -0.3642 -0.6555
H 4.2510 0.6153 -1.8799
H 3.1757 0.6290 -3.2644
H 4.1829 -1.7870 -2.0059
H 2.8009 -1.7335 -3.0808
Se 1.7061 1.6143 1.7929
C 3.0891 0.5446 2.6206
C 3.1812 -0.8146 2.3459
C 4.2032 -1.5288 2.9629
N 5.0699 -0.9672 3.7712
C 4.9861 0.3175 4.0394
C 4.0036 1.1303 3.4849
H 2.4985 -1.3199 1.6688
H 4.3197 -2.5875 2.7851
H 5.7319 0.7181 4.7117
H 3.9540 2.1845 3.7092
```

As for the relative energy (zero: lowest compared OMol25 entry of this formula, charge and spin): 27.6 kcal per mole. As for the expectation value of S²: 1.206. The spin multiplicity is 2. The value obtained for the calculated total energy is -148935.55604 eV. Its charge is +2. The calculation puts the HOMO energy (alpha / beta) at -0.4637 / -0.4637 Eh. The value obtained for the orbital gap (alpha / beta) is 4.381 / 5.281 eV.

Löwdin analysis output, partial charges in e:
1 Mo 1.37
2 O -0.35
3 N -0.19
4 C 0.02
5 C 0.00
6 C 0.00
7 C -0.03
8 C -0.57
9 S 0.81
10 H 0.15
11 H 0.13
12 H 0.13
13 H 0.13
14 S 1.10
15 C -0.37
16 C -0.16
17 C -0.10
18 C -0.48
19 C -0.16
20 C -0.04
21 N -0.06
22 C -0.13
23 C -0.10
24 C 0.02
25 C 0.02
26 C -0.11
27 C 0.06
28 C -0.17
29 C -0.07
30 N -0.02
31 C -0.14
32 C -0.47
33 C -0.09
34 C -0.15
35 C -0.37
36 S 1.09
37 C 0.08
38 H 0.08
39 H 0.11
40 H 0.11
41 H 0.11
42 H 0.13
43 H 0.13
44 H 0.11
45 H 0.07
46 H 0.11
47 H 0.11
48 H 0.08
49 H 0.11
50 O 0.00
51 C -0.51
52 C -0.05
53 C -0.05
54 C -0.46
55 O 0.08
56 N -0.08
57 H 0.14
58 H 0.14
59 H 0.14
60 H 0.14
61 Se 0.95
62 C -0.54
63 C -0.12
64 C -0.11
65 N 0.09
66 C -0.11
67 C -0.08
68 H 0.03
69 H 0.12
70 H 0.12
71 H 0.11

[2]
The following is a quantum chemistry calculation of one molecule with the formula C4H7NS in a non-equilibrium geometry, from the Open Molecules 2025 dataset.

XYZ file:
```
13
Properties=species:S:1:pos:R:3
C 1.6739 -0.6848 0.1167
C 0.2301 -0.3666 -0.0186
C -0.8648 -1.1766 -0.0552
S -2.3780 -0.3343 -0.1379
N -1.6525 1.2859 0.2584
C -0.2848 1.1647 -0.2542
H 1.9414 -1.6577 0.5806
H 2.2567 0.1189 0.4697
H 1.9500 -0.8294 -0.9072
H -0.9262 -2.2271 -0.2515
H -1.7615 1.5443 1.3085
H 0.2510 2.0932 0.1999
H -0.4354 1.0696 -1.3092
```

As for the relative energy (zero: lowest compared OMol25 entry of this formula, charge and spin): 49.7 kcal per mole. The SMILES is CC1=CSNC1. The spin multiplicity is 1. The value obtained for the calculated total energy is -16584.77424 eV. The calculation puts the HOMO energy at -0.2867 Eh. The value obtained for the orbital gap is 8.782 eV.

natural (NBO) analysis output, partial charges in e:
1 C -0.65
2 C -0.01
3 C -0.44
4 S 0.39
5 N -0.73
6 C -0.26
7 H 0.23
8 H 0.22
9 H 0.22
10 H 0.23
11 H 0.37
12 H 0.22
13 H 0.20

[3]
The following is a quantum chemistry calculation of a 11-piece molecular cluster, C64H144N6O16 overall in a non-equilibrium geometry, from the Open Molecules 2025 dataset.

XYZ file:
```
230
Properties=species:S:1:pos:R:3
C -6.2906 -3.9930 -5.1686
C -5.0542 -3.1725 -5.1424
C -3.8522 -4.1208 -4.8140
C -4.8024 -2.6289 -6.5762
C -3.6522 -1.6087 -6.6699
C -3.8273 -0.4187 -5.7385
C -4.1567 -0.9111 -4.2231
C -2.8134 -1.3504 -3.5500
C -4.6445 0.2817 -3.3932
N -5.1450 -1.9523 -4.3063
O -5.3448 -2.4355 -2.9392
H -7.1888 -3.4134 -5.1834
H -6.3011 -4.4703 -6.1399
H -6.2207 -4.7156 -4.2792
H -2.9580 -3.6058 -5.1116
H -3.7710 -4.2738 -3.7604
H -4.0741 -5.0218 -5.3482
H -4.6731 -3.4642 -7.2096
H -5.6845 -2.1005 -6.8668
H -2.7910 -2.1799 -6.5072
H -3.6809 -1.2140 -7.7014
H -4.5707 0.1985 -6.1824
H -2.8920 0.1442 -5.6418
H -2.2962 -0.4781 -3.2107
H -2.1390 -1.8107 -4.2905
H -3.0346 -2.0806 -2.7716
H -3.8774 1.0812 -3.3246
H -4.8518 -0.0852 -2.3719
H -5.5196 0.8491 -3.7441
H -6.3290 -2.4527 -2.8680
C 0.7441 3.1513 2.3605
C -0.2988 2.6159 1.4379
C -1.5464 2.2024 2.3086
C -0.6378 3.5444 0.2809
C -1.4844 2.8429 -0.8010
C -0.7145 1.6720 -1.3637
C -0.3767 0.6311 -0.2899
C -1.7220 -0.0340 0.1557
C 0.4584 -0.4854 -0.8667
N 0.3557 1.3734 0.8011
O 0.6280 0.4981 1.9029
H 1.7049 3.2283 1.8614
H 0.4550 4.1165 2.8034
H 0.8921 2.5739 3.2736
H -1.7703 2.9851 2.9772
H -2.4038 1.8680 1.7411
H -1.2146 1.4292 2.9685
H -1.0082 4.4838 0.6138
H 0.2791 3.8607 -0.1486
H -2.3799 2.4504 -0.3447
H -1.7530 3.5152 -1.5976
H 0.3015 1.9941 -1.7864
H -1.2809 1.2616 -2.2253
H -2.0098 -0.7093 -0.6044
H -2.5043 0.6866 0.3114
H -1.6398 -0.5188 1.1482
H 0.4786 -1.3877 -0.2503
H 1.5291 -0.2286 -1.0037
H 0.1699 -0.7519 -1.8555
H 1.5608 0.6129 2.0888
C 0.0268 -0.9390 -5.4713
C 1.4947 -0.8364 -6.0308
C 2.1864 -2.2317 -5.9896
C 1.4325 -0.4715 -7.5063
C 0.9504 0.9434 -7.8583
C 2.0432 1.7983 -7.2597
C 2.2674 1.6499 -5.7329
C 3.5587 2.3579 -5.4023
C 1.1082 2.2616 -4.9455
N 2.3952 0.2068 -5.4220
O 2.4712 0.1388 -4.0208
H -0.6232 -0.2048 -5.8929
H -0.3477 -1.9310 -5.8229
H -0.2265 -0.9749 -4.4468
H 1.6042 -2.9425 -6.4907
H 3.1489 -2.2186 -6.5825
H 2.4765 -2.5795 -4.9770
H 2.4448 -0.5950 -7.9743
H 0.7767 -1.1736 -8.0827
H 1.0374 1.1397 -8.9560
H -0.0529 1.2118 -7.4607
H 1.9811 2.8456 -7.4834
H 2.9866 1.4992 -7.8320
H 3.6359 3.3999 -5.7337
H 4.4306 1.7995 -5.8220
H 3.6288 2.3194 -4.3115
H 0.9393 3.3232 -5.0791
H 1.3414 2.0003 -3.8920
H 0.2300 1.7536 -5.2236
H 3.3018 -0.2292 -3.8590
C 6.4275 -4.9496 -0.8419
C 5.0546 -5.6033 -0.4339
C 5.1549 -7.1724 -0.5018
C 4.7314 -5.2814 0.9695
C 4.2526 -3.7775 1.2986
C 3.0903 -3.5069 0.3371
C 3.4782 -3.6966 -1.1566
C 2.1940 -3.5635 -2.0031
C 4.4201 -2.5616 -1.6413
N 3.9655 -5.1035 -1.3015
O 4.1478 -5.4154 -2.6461
H 7.1757 -5.6244 -0.4747
H 6.5043 -4.7864 -1.8930
H 6.6176 -4.0312 -0.3336
H 4.2346 -7.5990 -0.0500
H 5.2057 -7.4974 -1.5980
H 6.0440 -7.5667 -0.0756
H 3.8787 -5.8503 1.3906
H 5.5583 -5.5474 1.6983
H 3.9203 -3.6431 2.3592
H 5.0857 -3.0561 1.2461
H 2.7236 -2.5315 0.5178
H 2.2753 -4.1691 0.6934
H 1.8802 -2.5232 -1.9258
H 1.4013 -4.1525 -1.5915
H 2.5124 -3.7436 -2.9719
H 5.2181 -2.5029 -0.9046
H 3.8851 -1.6588 -1.4881
H 4.8123 -2.7372 -2.6695
H 4.8625 -4.7941 -2.9542
C 0.8155 2.5408 7.1942
C -0.5727 1.8434 7.1807
C -1.4634 2.4141 8.2639
C -1.2255 2.0489 5.8041
C -2.5182 1.1884 5.6232
C -2.0505 -0.3287 5.7102
C -1.3386 -0.6722 7.0542
C -2.4209 -0.7490 8.1769
C -0.6319 -2.0572 6.9609
N -0.2554 0.3560 7.2998
O 0.2563 0.1015 8.5386
H 1.3088 2.3319 8.1278
H 1.4775 2.2042 6.3932
H 0.5590 3.5582 7.0138
H -2.4487 2.0395 8.2641
H -0.9860 2.1644 9.1825
H -1.5091 3.5018 8.2128
H -1.4180 3.1161 5.5348
H -0.5952 1.7091 4.9948
H -3.3241 1.4431 6.3594
H -2.9806 1.2963 4.6705
H -1.3137 -0.4799 4.8610
H -2.8853 -0.9695 5.5576
H -2.0861 -0.7052 9.1866
H -3.0183 -1.6363 8.1601
H -3.1497 0.0631 8.0309
H -0.4615 -2.3662 7.9954
H 0.2843 -1.9738 6.3871
H -1.3871 -2.7280 6.5606
H -0.4356 0.1416 9.2775
C 7.0094 2.4641 -0.5294
C 5.6217 2.9944 -0.1279
C 5.7309 4.5195 -0.0276
C 4.6384 2.6436 -1.2266
C 4.2223 1.1663 -1.0944
C 3.7367 0.8971 0.3022
C 4.8039 1.1108 1.3554
C 4.2711 0.9547 2.7372
C 6.0229 0.1623 1.2762
N 5.1289 2.5195 1.1849
O 5.9853 2.9327 2.1786
H 7.7524 2.9054 0.0733
H 7.1507 1.3967 -0.5405
H 7.1731 2.9065 -1.5580
H 4.8620 4.8851 0.5257
H 6.5477 4.8254 0.5949
H 5.8483 5.0802 -0.9578
H 3.7266 3.2391 -1.2443
H 5.0949 2.7724 -2.1981
H 3.5126 0.9340 -1.9129
H 5.0827 0.5610 -1.2760
H 3.2938 -0.1225 0.3821
H 2.8626 1.5121 0.6716
H 4.9830 0.9823 3.5259
H 3.7827 0.0188 2.8906
H 3.5223 1.6848 3.0136
H 5.7272 -0.7773 1.7393
H 6.8529 0.6281 1.7388
H 6.3877 -0.0216 0.3029
H 6.7911 2.4673 2.0701
O -4.6290 2.0994 0.3635
C -5.5268 1.0108 0.5138
C -6.2242 1.0990 1.7494
O -7.1801 2.2029 1.8393
H -5.0280 2.7739 -0.2069
H -6.1938 0.8939 -0.3506
H -4.8806 0.1761 0.6550
H -5.5317 1.2601 2.5861
H -6.9001 0.2937 2.0044
H -6.6985 2.9292 2.3218
O -1.4551 -4.1967 0.6826
C -1.2159 -3.5655 1.9234
C -0.9378 -4.5525 3.0040
O -2.0495 -5.3691 3.3947
H -0.5921 -4.4090 0.2193
H -0.3936 -2.8779 1.8222
H -2.0872 -2.9949 2.1321
H -0.5710 -4.0630 3.9322
H -0.2018 -5.2368 2.7304
H -2.1663 -6.1515 2.7952
O 4.5258 -2.2337 6.4778
C 3.6428 -1.7795 5.4840
C 3.1643 -0.3471 5.8833
O 2.7516 -0.4507 7.2210
H 4.1741 -2.1585 7.3826
H 4.1392 -1.7333 4.5094
H 2.7677 -2.3948 5.4250
H 2.3695 -0.0896 5.1424
H 3.9338 0.4047 5.7373
H 1.8186 -0.2675 7.2948
O -5.5586 4.1817 -1.1460
C -6.5509 4.5610 -2.0739
C -8.0027 4.3882 -1.4814
O -8.1772 4.7912 -0.1426
H -5.4364 4.8341 -0.4207
H -6.3043 5.5669 -2.5191
H -6.6099 3.9355 -2.9926
H -8.2976 3.3929 -1.6787
H -8.6713 4.9914 -2.0815
H -8.2950 3.9707 0.3658
O -5.9110 5.9051 1.1571
C -5.1697 5.8547 2.3708
C -4.1500 4.7655 2.5470
O -4.7900 3.5102 2.7359
H -6.8502 5.5902 1.1794
H -4.7299 6.8367 2.3758
H -5.9083 5.6459 3.1713
H -3.5435 4.9859 3.4428
H -3.5336 4.7282 1.6529
H -4.4216 2.8993 2.0675
```

As for the relative energy (zero: lowest compared OMol25 entry of this formula, charge and spin): 17.8 kcal per mole. The SMILES is CC1(C)CCCC(C)(C)N1O.CC1(C)CCCC(C)(C)N1O.CC1(C)CCCC(C)(C)N1O.CC1(C)CCCC(C)(C)N1O.CC1(C)CCCC(C)(C)N1O.CC1(C)CCCC(C)(C)N1O.OCCO.OCCO.OCCO.OCCO.OCCO. The spin multiplicity is 1. The value obtained for the calculated total energy is -110392.32844 eV. The calculation puts the HOMO energy at -0.3136 Eh. The value obtained for the orbital gap is 9.026 eV.

Löwdin atomic charge list, values in e, 99 entries:
1 C -0.05
2 C -0.53
3 C -0.01
4 C -0.13
5 C -0.18
6 C -0.09
7 C -0.47
8 C -0.02
9 C -0.04
10 N -0.06
11 O -0.05
12 H 0.08
13 H 0.08
14 H 0.12
15 H 0.05
16 H 0.07
17 H 0.08
18 H 0.10
19 H 0.11
20 H 0.06
21 H 0.12
22 H 0.10
23 H 0.10
24 H 0.05
25 H 0.05
26 H 0.09
27 H 0.09
28 H 0.07
29 H 0.08
30 H 0.12
31 C -0.04
32 C -0.45
33 C -0.01
34 C -0.11
35 C -0.15
36 C -0.13
37 C -0.46
38 C -0.01
39 C -0.04
40 N -0.05
41 O -0.05
42 H 0.08
43 H 0.10
44 H 0.07
45 H 0.06
46 H 0.05
47 H 0.05
48 H 0.10
49 H 0.10
50 H 0.07
51 H 0.11
52 H 0.13
53 H 0.11
54 H 0.07
55 H 0.03
56 H 0.09
57 H 0.08
58 H 0.07
59 H 0.06
60 H 0.05
61 C -0.01
62 C -0.44
63 C -0.03
64 C -0.17
65 C -0.18
66 C -0.17
67 C -0.52
68 C -0.04
69 C -0.01
70 N -0.07
71 O -0.04
72 H 0.05
73 H 0.09
74 H 0.04
75 H 0.06
76 H 0.10
77 H 0.07
78 H 0.13
79 H 0.13
80 H 0.12
81 H 0.11
82 H 0.11
83 H 0.14
84 H 0.09
85 H 0.10
86 H 0.06
87 H 0.09
88 H 0.08
89 H 0.05
90 H 0.06
91 C 0.00
92 C -0.50
93 C -0.02
94 C -0.15
95 C -0.15
96 C -0.14
97 C -0.46
98 C -0.01
99 C 0.00

[4]
The following is a quantum chemistry calculation of C6H4P2S as an isolated structure in a non-equilibrium geometry, from the Open Molecules 2025 dataset.

XYZ file:
```
13
Properties=species:S:1:pos:R:3
C -1.4392 -0.8719 -0.0976
C -1.7274 0.5245 -0.1263
C -0.1650 -1.3758 0.1527
C -0.7227 1.4614 -0.1383
C 0.8169 -0.3685 0.3150
C 0.5512 0.9822 0.0623
P 2.5784 -0.2576 0.5338
P 3.6285 -1.3365 -0.8236
S 2.0779 1.8358 0.3599
H -2.3344 -1.5950 -0.2285
H -2.7089 0.7400 -0.1511
H 0.1750 -2.3231 0.3532
H -0.7303 2.5844 -0.2116
```

As for the relative energy (zero: lowest compared OMol25 entry of this formula, charge and spin): 0.0 kcal per mole. The spin multiplicity is 1. The value obtained for the calculated total energy is -35696.76106 eV. The calculation puts the HOMO energy (alpha / beta) at -0.3000 / -0.2966 Eh. The value obtained for the orbital gap (alpha / beta) is 6.270 / 6.275 eV.

natural (NBO) analysis output, partial charges in e:
1 C -0.21
2 C -0.19
3 C -0.19
4 C -0.23
5 C -0.38
6 C -0.16
7 P 0.44
8 P 0.01
9 S 0.00
10 H 0.22
11 H 0.21
12 H 0.23
13 H 0.23